Entry from OMol25: a 25-piece molecular cluster, C9H66NO25 overall at a distorted geometry (wB97M-V/def2-TZVPD).

```
101
Properties=species:S:1:pos:R:3:forces:R:3:mulliken_charge:R:1
C 2.798 -0.264 -0.481 -0.9 -0.2 -1.1 -1.27
C 1.370 -0.693 0.043 0.5 1.0 0.9 1.98
C 1.353 -0.229 1.497 -0.6 -0.5 1.9 -1.48
C -0.011 -0.164 2.236 0.7 -1.0 1.2 -0.63
C -0.991 0.714 1.550 0.6 0.3 -0.6 -1.60
C -1.083 0.364 0.040 -1.6 1.5 1.2 1.86
N 0.318 0.189 -0.516 -1.0 -1.2 -6.6 1.60
O 0.330 0.102 -1.989 -0.5 0.6 5.5 0.16
C -1.896 1.605 -0.487 1.2 0.1 -1.1 -1.19
C -2.023 -0.845 -0.111 1.2 0.2 0.2 -0.91
C 1.145 -2.255 0.045 0.0 0.7 0.4 -1.68
H 3.598 -0.768 0.061 -0.3 0.2 0.5 0.09
H 2.936 0.817 -0.490 -0.1 0.0 0.6 0.30
H 3.008 -0.516 -1.521 -0.4 -0.3 -0.2 0.18
H 1.649 0.791 1.741 1.0 0.1 -1.1 0.30
H 2.030 -0.908 2.014 0.0 0.1 0.3 0.24
H 0.214 0.257 3.216 0.2 0.2 0.1 0.54
H -0.450 -1.112 2.545 -0.1 -0.5 -0.6 0.26
H -0.714 1.763 1.647 0.4 0.1 -0.1 0.39
H -1.960 0.730 2.050 -0.2 -0.5 -0.3 0.28
H -1.289 2.509 -0.533 0.3 0.1 0.3 0.11
H -2.734 1.847 0.166 0.2 -0.4 0.2 0.14
H -2.279 1.534 -1.505 0.0 -0.5 -0.1 0.29
H -2.841 -0.702 0.595 -0.3 0.2 -0.4 0.33
H -1.512 -1.736 0.255 -0.1 -0.3 -0.6 -0.11
H -2.332 -0.867 -1.156 -0.2 -0.6 0.3 -0.04
H 0.810 -2.822 -0.824 0.1 0.7 -0.4 0.08
H 0.453 -2.517 0.845 0.0 0.0 0.0 -0.01
H 2.105 -2.664 0.359 0.0 -0.1 0.1 0.64
O -5.136 1.329 -2.029 0.3 -0.1 0.2 -0.65
H -5.600 2.083 -2.394 -0.1 0.4 -0.2 0.28
H -5.826 0.781 -1.655 -0.3 -0.3 0.0 0.30
O -3.121 5.211 0.201 -0.9 0.0 0.1 -0.65
H -2.309 5.224 -0.307 0.4 0.1 0.2 0.37
H -3.440 4.312 0.120 -0.4 -0.2 0.2 0.33
O -3.853 -3.214 -1.931 -0.5 0.1 0.1 -0.68
H -3.186 -2.568 -2.162 0.4 0.1 -0.4 0.42
H -3.451 -3.739 -1.239 0.1 -0.3 0.3 0.31
O -3.633 -2.041 3.417 0.3 -0.2 -0.1 -0.65
H -4.298 -2.162 2.740 -0.3 -0.2 -0.2 0.32
H -3.285 -1.163 3.258 0.0 0.4 0.3 0.29
O 2.943 -3.579 2.973 -0.7 0.2 0.2 -0.50
H 3.023 -4.530 2.898 0.0 -0.3 0.1 0.26
H 3.801 -3.245 2.709 0.5 0.2 -0.3 0.28
O -3.906 1.084 4.396 -0.1 -0.1 -0.3 -0.61
H -3.981 1.833 3.804 0.1 0.4 -0.2 0.29
H -4.685 1.136 4.949 -0.3 -0.1 0.2 0.27
O -3.368 0.206 -3.985 0.4 0.1 -0.2 -0.69
H -3.539 0.480 -3.084 -0.4 0.3 0.3 0.34
H -4.232 0.001 -4.342 -0.2 -0.1 -0.2 0.27
O -2.528 -4.232 1.509 -0.4 0.0 -0.7 -0.62
H -1.734 -4.619 1.879 0.5 -0.2 0.2 0.35
H -2.497 -3.315 1.780 -0.1 0.2 0.4 0.36
O 5.160 -2.793 1.320 -0.1 -0.1 0.3 -0.65
H 4.737 -2.494 0.515 -0.1 -0.1 -0.4 0.34
H 5.863 -2.160 1.470 0.3 0.1 0.1 0.32
O 3.319 -1.036 5.040 -0.1 0.1 0.2 -0.65
H 2.888 -1.431 4.282 -0.1 -0.3 -0.2 0.30
H 4.069 -0.569 4.673 0.2 0.2 0.0 0.33
O -0.577 0.919 -4.999 0.3 0.1 -0.3 -0.69
H -1.510 0.769 -4.845 -0.4 0.0 0.0 0.39
H -0.178 0.858 -4.131 0.2 0.1 0.3 0.26
O 3.368 -3.228 -2.291 0.9 -0.3 0.5 -0.71
H 2.992 -3.121 -1.417 -0.1 -0.1 0.1 0.36
H 2.890 -2.603 -2.835 -0.5 -0.1 -0.3 0.37
O -1.480 -1.648 -3.336 0.2 -1.0 0.3 -0.81
H -0.918 -1.339 -2.626 0.2 0.2 0.2 0.24
H -2.020 -0.890 -3.561 -0.4 0.3 -0.5 0.38
O 3.944 1.753 -3.854 0.2 0.2 0.4 -0.69
H 3.776 0.818 -3.976 0.0 -0.4 -0.5 0.33
H 3.608 2.163 -4.651 -0.1 0.1 -0.1 0.28
O 1.337 3.005 -1.885 -0.3 0.4 -0.1 -0.77
H 2.166 3.165 -1.433 0.5 0.0 0.0 0.25
H 0.971 2.236 -1.449 -0.1 -0.3 0.0 0.17
O 1.434 3.307 1.535 0.5 -0.2 0.3 -0.64
H 0.608 2.897 1.277 -0.2 0.1 -0.2 0.30
H 1.570 4.000 0.889 -0.1 0.3 -0.3 0.33
O -1.826 -0.132 5.713 0.4 -0.4 0.4 -0.68
H -2.568 0.392 5.411 -0.2 0.2 -0.2 0.37
H -1.202 -0.106 4.988 0.2 0.0 -0.1 0.36
O 4.715 2.553 -1.307 -0.2 0.2 0.6 -0.58
H 4.492 2.193 -2.166 -0.2 0.0 -0.9 0.38
H 5.125 1.824 -0.841 0.3 0.0 0.3 0.31
O -5.047 2.627 0.622 0.2 0.2 0.3 -0.59
H -5.603 2.092 1.188 -0.2 0.0 0.2 0.31
H -4.786 2.038 -0.085 0.0 -0.2 -0.5 0.28
O 4.909 2.877 1.573 0.3 -0.2 0.1 -0.64
H 4.059 2.772 1.147 -0.3 0.0 -0.2 0.33
H 4.772 3.575 2.214 0.0 0.1 0.2 0.30
O -0.110 -4.713 3.133 -0.1 -0.2 -0.3 -0.68
H 0.455 -3.940 3.140 0.4 0.2 0.0 0.27
H -0.672 -4.607 3.901 -0.2 0.0 0.3 0.35
O 1.434 -1.936 -3.636 0.4 0.0 0.0 -0.83
H 1.212 -1.221 -3.038 -0.3 0.6 0.4 0.46
H 0.594 -2.350 -3.837 -0.4 -0.2 -0.3 0.26
O -0.584 5.334 -0.187 0.6 -0.2 -0.2 -0.65
H -0.272 6.144 0.215 0.0 0.3 0.3 0.28
H -0.395 5.441 -1.119 0.4 -0.1 -0.4 0.33
O 3.418 -0.882 -5.238 0.8 0.5 0.0 -0.71
H 2.995 -1.182 -4.434 -0.4 -0.4 -0.1 0.34
H 2.704 -0.806 -5.871 -0.3 0.0 -0.1 0.33
```
Positions in Å, forces in eV/Å.

LUMO energy (alpha / beta), Eh: -0.0282 / -0.0889
Gap between HOMO and LUMO (alpha / beta), eV: 10.113 / 8.581
⟨S²⟩: 0.756
2S+1: 2
Total energy, eV: -63079.9357

Entry from OMol25: C9H6Cl2N2O4PrY as an isolated structure at a distorted geometry (wB97M-V/def2-TZVPD).

```
25
Properties=species:S:1:pos:R:3:forces:R:3:mulliken_charge:R:1
Y -1.388 0.518 -4.650 -3.3 -1.0 2.8 1.68
Pr 2.104 0.991 -1.098 0.1 -1.4 -0.9 1.66
Cl -1.509 -1.589 -3.403 0.4 1.3 -0.7 -0.25
Cl -0.039 1.941 -2.344 0.1 -0.6 -0.6 -0.38
C 1.771 2.936 0.327 -1.7 6.3 4.4 0.26
C 0.341 -0.578 -5.697 6.3 -3.4 -3.9 0.10
C 0.096 1.955 -5.819 5.3 4.6 -3.7 0.10
O 1.504 3.869 0.958 1.4 -4.7 -3.1 0.03
O 1.281 -0.988 -6.244 -4.8 1.9 2.8 0.09
O 0.925 2.547 -6.371 -4.1 -2.9 2.7 0.09
N -2.221 -0.802 4.108 0.8 0.6 -1.2 -0.33
C -1.975 -0.156 2.923 -2.2 0.2 1.7 0.41
O -2.766 0.634 2.420 1.4 -0.8 -0.1 -0.55
C -0.692 -0.517 2.239 0.5 -0.1 -0.7 0.27
C 0.199 -1.531 2.645 -0.6 0.6 -0.1 -0.14
C 1.359 -1.768 1.925 1.1 -0.2 -0.8 -0.94
C 1.624 -1.024 0.774 -1.0 0.2 1.0 -0.10
N 0.757 -0.034 0.389 0.0 -0.2 0.2 -0.21
C -0.401 0.208 1.090 1.1 -0.2 -0.4 -0.19
H -3.020 -0.483 4.633 -0.2 0.0 0.1 0.29
H -1.476 -1.229 4.635 -0.2 0.0 0.1 0.18
H -0.035 -2.135 3.519 0.2 0.0 -0.2 0.45
H 2.082 -2.523 2.234 -0.3 0.0 0.0 0.46
H 2.502 -1.242 0.130 -0.2 0.0 0.4 0.48
H -1.024 1.000 0.676 -0.2 -0.2 0.5 0.55
```
Positions in Å, forces in eV/Å.

Total charge: +4
LUMO energy (alpha / beta), Eh: -0.5770 / -0.5689
Gap between HOMO and LUMO (alpha / beta), eV: 4.429 / 4.651
⟨S²⟩: 2.003
2S+1: 3
Total energy, eV: -60714.1335